264
Properties=species:S:1:pos:R:3:forces:R:3:lowdin_charge:R:1 method="wB97M-V/def2-TZVPD" e_tot_ev=-132520.3224 multiplicity=2 fmax_ha_per_bohr=0.07661 orbital_gap_ha="0.2381 / 0.0619" total_charge=+1 e_homo_ev="-9.3663 / -9.3663" s_squared=0.755
C -1.1593 4.0432 -5.2443 0.022 0.804 0.178 -0.109
O -2.5519 3.7744 -5.3481 0.424 -1.263 -0.921 -0.236
C -3.0435 2.8343 -6.4113 1.326 2.321 1.610 -0.139
C -4.4716 3.0834 -6.4894 -3.151 -1.478 -1.197 -0.247
N -5.0287 4.2528 -7.1715 2.073 -0.250 -0.070 -0.061
C -6.2212 4.7585 -6.5800 -0.412 0.934 0.026 -0.220
C -6.7472 5.9335 -7.4372 -0.117 -2.636 0.733 -0.222
O -8.0527 6.2149 -6.9714 0.625 1.161 -0.802 -0.168
C -8.6944 7.0535 -7.9088 -1.475 0.150 0.036 -0.132
H -0.9535 5.0256 -5.6695 -0.063 0.273 -0.081 0.080
H -0.4009 3.4059 -5.6989 -0.624 -0.797 -0.277 0.086
H -0.8991 4.1031 -4.1875 -0.136 -0.069 0.140 0.059
H -2.9124 1.8009 -6.0905 0.508 0.062 -0.206 0.129
H -2.5530 3.1500 -7.3321 0.267 -0.567 -0.159 0.130
H -5.0023 2.8407 -5.5688 0.371 0.442 0.480 0.101
H -4.8323 2.2789 -7.1302 0.008 -0.729 -0.081 0.124
H -4.2594 4.9044 -7.2324 -0.351 0.751 0.086 0.110
H -6.1004 5.0296 -5.5312 0.039 0.311 0.341 0.107
H -6.9802 3.9762 -6.5876 -0.080 -0.055 -0.146 0.129
H -6.8335 5.4446 -8.4075 0.136 0.505 -0.527 0.119
H -6.0126 6.7382 -7.4683 -0.348 0.512 0.099 0.125
H -8.8484 6.6286 -8.9007 0.533 -0.595 -0.156 0.083
H -8.2507 8.0345 -8.0792 0.404 0.060 0.408 0.086
H -9.7206 7.1949 -7.5697 0.078 0.217 0.340 0.086
C -4.8846 -7.8568 1.5304 -1.209 -0.390 -0.473 -0.129
O -4.0159 -6.7919 1.6431 0.356 1.013 0.210 -0.187
C -2.6888 -7.1246 1.3683 0.575 -1.344 1.323 -0.189
C -2.0828 -7.9314 2.5679 1.178 1.095 0.603 -0.182
N -1.9978 -7.0628 3.7337 0.125 1.608 0.916 -0.090
C -1.3120 -7.5132 4.9665 0.633 0.106 -0.604 -0.170
C 0.2412 -7.7619 4.7466 -1.185 -0.620 1.828 -0.164
O 0.7674 -8.4831 5.8739 -0.113 0.400 -0.028 -0.214
C 2.1039 -8.9590 5.7470 -1.304 -2.088 -0.444 -0.114
H -4.7966 -8.3200 0.5476 -0.098 -0.106 -0.299 0.087
H -5.8830 -7.4342 1.6429 -0.091 -0.165 -0.089 0.095
H -4.7947 -8.6678 2.2532 0.407 0.085 0.416 0.076
H -2.1076 -6.2114 1.2399 -0.108 0.035 0.249 0.104
H -2.6032 -7.7067 0.4507 -0.109 -0.250 -0.188 0.099
H -1.0283 -8.0989 2.3485 -0.101 -0.610 -0.535 0.102
H -2.5470 -8.8491 2.9292 -0.345 -0.508 -1.027 0.113
H -2.9236 -6.8440 4.0730 -0.269 0.300 -0.436 0.102
H -1.9622 -8.2585 5.4247 0.910 -1.228 0.068 0.111
H -1.3701 -6.7359 5.7284 -0.040 0.498 -0.302 0.098
H 0.7423 -6.8022 4.8735 -0.084 0.291 -1.257 0.107
H 0.4001 -8.3300 3.8300 0.341 0.323 -0.174 0.107
H 2.4158 -9.2932 6.7365 0.482 0.961 0.069 0.089
H 2.8150 -8.4695 5.0815 -0.053 0.977 0.607 0.087
H 2.0016 -9.9323 5.2670 0.093 -0.404 -0.458 0.075
C -1.3391 6.8972 -0.1482 -0.015 0.427 0.192 -0.103
O -2.6545 7.1459 -0.6820 0.999 -1.374 0.367 -0.154
C -3.4432 5.9898 -1.0319 -1.770 0.734 -1.103 -0.204
C -3.6329 5.7571 -2.5555 1.773 -1.698 0.006 -0.146
N -3.7534 4.2590 -2.7414 2.342 2.722 0.972 -0.065
C -5.0438 3.8816 -2.3544 -0.866 -1.612 -1.178 -0.229
C -5.1236 2.3379 -2.3081 -1.683 -1.040 -1.424 -0.135
O -5.0141 1.5919 -3.6408 0.581 0.715 2.528 -0.226
C -4.8899 0.1491 -3.4216 -0.557 1.635 -1.119 -0.071
H -1.0800 7.6563 0.5898 -0.693 0.095 0.404 0.080
H -0.4756 7.0304 -0.7999 -0.364 -0.227 -1.133 0.073
H -1.1930 5.9226 0.3174 -0.526 -0.152 0.031 0.046
H -4.4580 6.1553 -0.6700 0.061 0.551 0.521 0.107
H -3.2466 4.9882 -0.6496 1.232 0.263 0.528 0.105
H -2.7086 6.0665 -3.0435 0.079 0.047 -0.155 0.111
H -4.4480 6.2693 -3.0667 -0.294 0.313 0.399 0.113
H -3.5182 4.0381 -3.6984 -0.293 -0.308 -0.223 0.069
H -5.6970 4.4039 -3.0535 -1.122 -0.841 -0.560 0.112
H -5.4294 4.3288 -1.4382 0.707 -0.461 0.683 0.118
H -6.1165 2.0863 -1.9352 -0.398 -0.083 -0.098 0.104
H -4.4790 1.8356 -1.5868 0.731 0.489 -0.213 0.086
H -4.9522 -0.2070 -4.4499 0.035 -0.423 0.145 0.087
H -5.7570 -0.2142 -2.8700 0.088 -0.141 0.213 0.078
H -3.9400 -0.1677 -2.9912 -0.035 0.240 0.259 0.063
C -0.6296 -7.7451 -1.6309 0.267 -1.074 -1.222 -0.096
O -1.0965 -9.0902 -1.4963 0.113 -0.112 1.103 -0.213
C -1.8096 -9.6721 -2.5816 -1.160 -0.318 0.351 -0.200
C -2.8615 -10.6806 -2.0235 0.747 0.171 -0.741 -0.185
N -2.2627 -11.8483 -1.3929 1.486 2.297 -1.428 -0.072
C -3.0112 -12.5923 -0.5071 -1.601 -1.271 2.499 -0.230
C -3.9878 -11.8727 0.5095 -0.129 -1.497 -0.362 -0.182
O -5.3380 -11.9387 -0.0277 0.871 0.746 -0.073 -0.202
C -6.4045 -11.4830 0.8057 0.384 -0.714 -0.274 -0.098
H 0.2269 -7.5158 -0.9968 -0.195 -0.535 0.485 0.088
H -1.4018 -6.9985 -1.4456 -0.178 -0.055 -0.285 0.062
H -0.2117 -7.7297 -2.6375 -0.181 0.878 -0.297 0.086
H -1.1593 -10.1502 -3.3142 0.352 0.017 0.064 0.120
H -2.4120 -8.9171 -3.0868 0.097 0.241 -0.216 0.116
H -3.4988 -11.0794 -2.8129 0.022 0.342 -0.502 0.121
H -3.5312 -10.0438 -1.4455 -0.054 -0.259 0.840 0.100
H -1.3239 -11.6540 -1.0752 -0.210 0.162 0.194 0.112
H -2.2941 -13.1448 0.1001 -0.030 -0.115 0.196 0.117
H -3.5920 -13.3750 -0.9951 -0.364 0.046 -0.209 0.116
H -3.5418 -10.9282 0.8212 -0.633 0.915 -0.614 0.101
H -3.9737 -12.4100 1.4577 -0.100 -0.550 0.061 0.107
H -5.9890 -10.7905 1.5377 -0.612 0.236 0.056 0.072
H -6.9363 -12.3137 1.2698 0.612 -0.409 0.690 0.079
H -7.2347 -11.1285 0.1948 0.513 0.923 -0.291 0.083
C -5.1091 -3.6363 2.2077 0.731 -1.524 0.822 -0.160
O -5.8292 -2.4972 2.0595 -0.788 2.708 -0.702 -0.183
C -5.6604 -1.8930 0.7650 -1.436 0.168 0.642 -0.175
C -6.1378 -0.4228 0.7414 1.958 0.232 0.404 -0.156
N -5.0724 0.4435 1.3510 -0.582 -0.696 -0.930 -0.052
C -5.4260 1.8295 1.1408 1.100 1.569 1.095 -0.193
C -4.4811 2.8220 1.8995 0.111 -0.507 0.515 -0.236
O -4.9894 4.1125 1.7933 0.348 1.554 0.568 -0.206
C -4.1539 5.0961 2.5042 -2.439 -0.328 -1.067 -0.057
H -4.1818 -3.6149 1.6352 0.204 -0.168 -0.120 0.079
H -5.6799 -4.5301 1.9558 0.014 -0.191 -0.326 0.084
H -4.8584 -3.7212 3.2651 0.146 -0.149 0.104 0.091
H -6.2879 -2.4574 0.0753 0.131 -0.158 -0.383 0.121
H -4.6069 -1.9767 0.4981 0.048 0.273 -0.301 0.108
H -7.0531 -0.1708 1.2770 -0.459 -0.739 -0.170 0.122
H -6.2238 -0.0870 -0.2920 -0.180 -0.231 -0.138 0.097
H -5.1185 0.1770 2.3242 0.309 0.485 0.423 0.098
H -6.4285 2.0960 1.4755 -0.363 -0.073 0.292 0.122
H -5.4191 2.1288 0.0927 0.212 -0.451 0.041 0.074
H -3.4275 2.9014 1.6319 0.302 -0.776 -1.060 0.093
H -4.3603 2.5903 2.9578 -0.572 -0.632 0.440 0.118
H -4.4860 6.0186 2.0281 0.996 0.197 -0.428 0.085
H -3.1002 4.8220 2.4511 0.016 0.319 -0.073 0.074
H -4.5253 5.2919 3.5101 0.318 -0.849 0.476 0.083
C 6.2132 8.8831 3.1675 -1.354 -0.114 -0.752 -0.065
O 6.0400 7.9600 4.2575 0.720 0.469 0.474 -0.167
C 5.9781 6.5991 3.8598 -0.479 1.422 -0.947 -0.196
C 5.4164 5.7903 5.0149 1.872 0.271 -0.460 -0.126
N 4.5728 4.6917 4.7286 -1.987 2.648 -1.404 0.216
C 3.5488 4.8898 3.6298 1.056 -3.555 0.663 -0.080
C 2.5985 6.0175 3.7883 0.319 3.921 0.197 -0.250
O 1.6734 6.0746 2.7680 -0.910 -1.532 0.360 -0.125
C 0.5378 5.2085 3.0325 0.779 -0.686 -0.723 -0.032
H 6.5259 9.8955 3.4229 1.047 -0.630 0.703 0.101
H 5.2539 9.1714 2.7376 -0.798 -0.525 0.088 0.082
H 6.7009 8.4327 2.3029 0.811 0.122 0.366 0.076
H 6.9473 6.1519 3.6390 0.257 0.349 -0.340 0.142
H 5.3998 6.6642 2.9381 -0.227 -1.028 -0.088 0.086
H 5.0159 6.4230 5.8069 -0.722 0.298 0.117 0.173
H 6.3369 5.4597 5.4962 -0.074 -0.693 0.591 0.157
H 4.2713 4.2976 5.6083 -0.400 -0.999 -0.074 0.174
H 2.9780 3.9616 3.6023 0.274 -0.230 -0.349 0.121
H 3.9590 5.1962 2.6676 0.842 -1.168 0.160 0.120
H 3.3001 6.7931 3.4811 -0.349 1.058 0.700 0.125
H 2.2101 6.2962 4.7679 -0.184 -0.611 0.240 0.153
H 0.8539 4.1976 3.2900 0.464 -0.036 0.809 0.075
H 0.1129 4.9196 2.0712 -0.703 1.066 0.025 0.075
H -0.0949 5.6202 3.8188 -0.240 0.042 -0.420 0.110
C -1.4394 0.3196 2.6807 0.733 1.391 0.638 -0.099
O -2.0731 0.1383 3.9812 1.044 -0.544 -2.060 -0.159
C -2.7004 -1.1296 3.9683 0.062 -0.524 -0.967 -0.201
C -1.7916 -2.3548 3.6855 -1.766 1.099 -0.220 -0.231
N -0.9211 -2.5903 4.7442 1.150 0.483 1.405 -0.060
C -0.1078 -3.7243 4.6111 1.339 -2.119 2.683 -0.209
C 1.2234 -3.6124 5.5205 -0.719 -0.391 -2.536 -0.179
O 1.7711 -2.3428 5.3810 0.803 2.205 1.565 -0.227
C 2.4383 -1.8717 4.2130 -1.463 -0.829 0.100 -0.073
H -1.0439 1.3348 2.7156 -0.298 0.303 -0.127 0.074
H -2.0369 0.2080 1.7759 -0.959 0.021 0.373 0.076
H -0.5402 -0.2422 2.4279 0.089 -0.756 0.853 0.058
H -3.4071 -1.1590 3.1390 -0.443 0.225 -0.129 0.089
H -3.2658 -1.2012 4.8974 0.299 -0.365 0.074 0.133
H -1.2726 -2.3720 2.7272 0.102 0.701 -0.609 0.098
H -2.5388 -3.1302 3.5166 0.073 -0.616 0.611 0.106
H -0.2741 -1.8486 4.9712 -0.452 0.843 -0.247 0.112
H 0.1909 -4.0573 3.6172 -0.061 0.332 -0.488 0.110
H -0.6739 -4.5281 5.0817 0.121 -0.751 -0.417 0.097
H 1.9044 -4.3564 5.1072 0.231 -0.314 -0.026 0.103
H 1.1418 -3.8354 6.5843 -0.540 0.329 -0.092 0.124
H 3.3329 -2.4732 4.0520 -0.073 -0.021 -0.591 0.094
H 2.6879 -0.8112 4.2466 0.215 -0.063 0.951 0.077
H 1.6668 -1.8422 3.4436 0.504 -0.655 -0.865 0.072
C 5.2765 1.5442 -1.8708 0.092 1.122 1.127 -0.099
O 6.2424 0.9080 -1.0337 0.206 0.935 0.628 -0.186
C 6.6234 1.6855 0.1421 0.508 -2.339 0.834 -0.178
C 7.6976 0.8489 0.9794 -0.831 -0.633 -0.318 -0.185
N 7.2733 -0.5429 1.3179 0.203 0.824 1.355 -0.055
C 8.0029 -1.2726 2.4218 -0.065 0.323 -1.176 -0.163
C 9.2745 -1.9903 1.9980 0.787 -0.001 -1.306 -0.236
O 9.0530 -3.3545 1.7977 -2.695 -0.363 1.252 -0.194
C 10.1114 -4.1963 1.6175 1.385 -0.140 -1.193 -0.139
H 5.7449 2.4188 -2.3224 0.121 -0.169 -0.793 0.076
H 4.4795 2.0109 -1.2919 -0.281 -0.115 0.614 0.056
H 4.7272 0.9010 -2.5583 0.859 -0.376 -0.065 0.089
H 5.7546 1.8385 0.7822 -0.453 -0.368 0.067 0.092
H 7.0187 2.6985 0.0668 0.305 0.108 -1.202 0.100
H 7.8811 1.4048 1.8989 -0.476 -0.006 0.397 0.097
H 8.6936 0.8970 0.5392 0.033 -0.109 -0.801 0.100
H 6.9858 -1.1035 0.5286 0.228 0.044 0.000 0.103
H 7.4058 -2.0844 2.8373 -0.546 0.406 0.151 0.113
H 8.2967 -0.5545 3.1873 -0.450 0.113 0.079 0.106
H 10.1429 -1.8913 2.6494 -0.011 0.401 0.348 0.120
H 9.4971 -1.5618 1.0207 0.688 0.282 -0.213 0.119
H 10.4348 -4.0366 0.5889 0.711 -0.235 -0.234 0.088
H 9.8640 -5.2553 1.6911 -0.563 0.193 0.245 0.091
H 10.9512 -4.0131 2.2878 0.118 0.196 0.227 0.086
C 3.9952 8.5733 -5.8138 -0.495 0.784 -0.294 -0.151
O 4.7511 7.7555 -4.9686 -1.367 -1.680 1.671 -0.189
C 3.9238 6.6211 -4.4106 1.306 -0.070 -0.054 -0.126
C 4.8118 5.8190 -3.3843 1.533 -0.283 -1.332 -0.199
N 4.3539 5.4892 -2.0561 -1.149 2.130 0.863 -0.038
C 4.3287 6.7592 -1.2869 -0.853 -0.072 1.527 -0.199
C 4.6153 6.4449 0.1923 -1.039 0.044 -0.257 -0.251
O 5.7882 5.7512 0.4138 2.151 -1.043 -0.237 -0.221
C 6.9588 6.3675 -0.1651 -0.798 -0.173 -0.413 -0.054
H 3.1769 9.0668 -5.2895 -0.354 -0.217 0.195 0.083
H 3.5974 8.0595 -6.6890 -0.083 -0.322 -0.025 0.085
H 4.5744 9.4151 -6.1932 0.568 -0.297 0.124 0.087
H 3.6021 6.0434 -5.2772 0.495 -0.443 -0.086 0.109
H 2.9562 6.7993 -3.9416 0.054 1.334 0.287 0.110
H 5.7140 6.4013 -3.1977 0.260 0.466 -0.856 0.096
H 5.1802 4.8948 -3.8296 -0.222 -0.048 -0.302 0.114
H 4.9959 4.8968 -1.5491 0.326 -0.350 -0.514 0.087
H 3.3312 7.1961 -1.3341 -0.204 -0.022 0.062 0.118
H 4.9687 7.5994 -1.5561 0.539 -0.340 -0.886 0.116
H 3.8035 5.7784 0.4835 -0.079 -0.118 0.410 0.102
H 4.6770 7.2718 0.8998 -0.723 0.876 -0.444 0.109
H 7.1406 7.3766 0.2046 0.103 -0.008 0.594 0.083
H 6.7973 6.5346 -1.2301 0.132 -0.327 -0.183 0.071
H 7.8090 5.6983 -0.0334 -0.161 0.167 0.217 0.099
C 1.6474 3.9596 -0.6069 -0.722 0.629 1.770 -0.104
O 0.7873 2.8439 -0.5231 -0.068 -0.577 -0.861 -0.201
C -0.4776 3.1300 -1.0915 -0.217 0.508 -1.099 -0.198
C -1.3790 1.9201 -1.2631 0.657 -1.435 0.413 -0.143
N -0.6295 0.6104 -1.4365 -0.733 3.178 -0.032 -0.026
C -1.5489 -0.4502 -1.3609 0.663 -3.181 0.324 -0.239
C -0.8248 -1.6990 -0.7536 -1.097 1.028 -0.983 -0.218
O -1.6625 -2.7925 -0.9928 0.204 -0.987 0.173 -0.185
C -1.1413 -4.0184 -0.4464 -1.629 0.431 -0.861 -0.070
H 2.6869 3.6519 -0.4938 -0.167 0.046 -0.324 0.076
H 1.3320 4.5608 0.2459 0.643 0.398 0.832 0.059
H 1.4679 4.7353 -1.3515 0.156 -0.871 -1.164 0.087
H -0.2988 3.6230 -2.0470 0.068 -0.177 -0.402 0.101
H -1.0016 3.9074 -0.5354 -0.140 -0.027 0.495 0.094
H -2.1194 2.0052 -2.0585 0.632 0.426 -0.725 0.102
H -2.0990 1.8705 -0.4463 0.282 -0.299 0.921 0.089
H 0.1926 0.5364 -0.8545 -0.329 0.125 0.397 0.071
H -1.8205 -0.7651 -2.3684 -0.331 -0.018 -0.143 0.113
H -2.4687 -0.3661 -0.7820 -0.159 0.803 0.240 0.107
H -0.6747 -1.5848 0.3199 0.395 0.192 0.187 0.110
H 0.0984 -1.7792 -1.3275 0.487 -0.261 0.312 0.102
H -1.8036 -4.7941 -0.8306 0.112 -0.084 -0.295 0.073
H -1.3483 -4.0587 0.6230 0.911 0.205 0.332 0.075
H -0.1371 -4.2015 -0.8287 0.149 -0.040 0.608 0.075
C 1.9941 1.4466 2.1936 -0.158 -1.127 0.402 -0.098
O 1.9357 0.0979 1.7016 -0.096 0.445 1.583 -0.207
C 2.7061 -0.1702 0.5627 0.426 0.506 -0.730 -0.212
C 3.0212 -1.6576 0.4387 0.087 -1.124 -0.182 -0.158
N 3.7962 -2.0635 -0.7665 -0.151 1.970 0.954 -0.023
C 3.0652 -1.9234 -1.9939 0.260 0.819 0.049 -0.246
C 2.3400 -3.1640 -2.2549 0.272 -2.435 -1.343 -0.199
O 3.2866 -4.2811 -2.3799 -0.498 0.394 1.261 -0.210
C 3.3159 -4.9159 -3.6115 0.435 0.939 -1.084 -0.133
H 3.0217 1.8001 2.2773 0.282 0.154 -0.585 0.076
H 1.6640 1.4155 3.2320 -0.337 -0.235 0.095 0.080
H 1.3265 2.1222 1.6587 0.260 0.044 -0.374 0.068
H 3.6317 0.4052 0.5819 0.262 0.104 -0.049 0.109
H 2.0766 0.2050 -0.2442 0.452 -0.174 -0.778 0.098
H 2.0543 -2.1545 0.5190 -0.458 -0.314 -0.267 0.101
H 3.5515 -2.0451 1.3087 0.261 0.448 0.118 0.116
H 4.1513 -3.0088 -0.7828 0.039 -0.037 0.760 0.104
H 3.7265 -1.6738 -2.8236 0.335 -0.375 -0.180 0.122
H 2.3664 -1.0882 -2.0413 -0.162 0.151 0.623 0.113
H 1.8298 -3.0225 -3.2077 -0.658 -0.478 0.047 0.128
H 1.7444 -3.5652 -1.4350 -0.601 0.900 -0.111 0.104
H 2.3699 -5.2775 -4.0145 -0.380 -0.316 0.518 0.083
H 4.0593 -5.7127 -3.5881 -0.103 0.086 0.008 0.094
H 3.6077 -4.1262 -4.3038 0.438 -0.294 -0.768 0.084



15
Properties=species:S:1:pos:R:3:forces:R:3:lowdin_charge:R:1 method="wB97M-V/def2-TZVPD" e_tot_ev=-8736.4863 fmax_ha_per_bohr=0.07483 orbital_gap_ha=0.3780 smiles="NC=O.NCN" e_homo_ev=-9.4000
N -2.0848 1.6566 0.3091 3.554 0.072 -1.472 0.085
C -1.8799 1.4260 -1.0939 1.475 -0.304 1.494 -0.397
O -2.5726 0.6726 -1.7325 0.114 1.092 -0.014 0.018
H -1.2791 1.8931 0.9346 -1.180 0.039 -1.373 0.104
H -2.9563 1.8462 0.6821 -2.011 -0.071 0.552 0.047
H -0.8583 1.8792 -1.5073 -1.953 -0.725 0.812 0.148
N 2.0901 -1.7828 1.2534 -0.451 2.864 -2.417 0.000
C 0.9033 -0.9867 0.6299 0.490 -2.615 -0.721 -0.341
N 1.0370 -0.3046 -0.6634 0.175 0.713 -0.322 -0.038
H 2.7666 -1.0434 1.4996 -0.161 -0.383 0.322 0.051
H 2.5174 -2.0913 0.3585 -0.026 -0.532 0.808 0.052
H 0.4643 -0.2775 1.2719 -0.384 0.406 1.329 0.074
H 0.2555 -1.8070 0.3666 -0.901 -0.339 0.950 0.089
H 0.0515 -0.1555 -1.0149 1.732 -0.486 0.255 0.052
H 1.5453 -0.9250 -1.2937 -0.473 0.269 -0.204 0.057